# C35H67BNO12P

A 3-piece molecular cluster, C35H67BNO12P overall (wB97M-V/def2-TZVPD, the OMol25 dataset).

Structure (ORCA input):
```
! wB97M-V def2-TZVPD RIJCOSX def2/J DEFGRID3
* xyz 0 1
C -1.47 2.28 3.64
C -0.41 2.86 3.13
C 0.99 3.60 2.79
C 1.50 3.06 1.33
C 1.97 4.32 0.44
C 2.42 3.92 -1.09
B 3.97 3.46 -0.85
O 4.19 2.12 -0.31
C 5.29 4.37 -1.12
C 5.63 5.39 0.12
C 1.43 3.00 -1.98
C 1.22 1.44 -1.62
C 1.52 0.47 -2.88
C 2.38 -0.84 -2.38
C 3.89 -0.82 -2.94
C 5.05 -0.95 -1.82
C 4.76 -2.01 -0.63
C 4.82 -3.57 -1.08
C 3.62 -4.04 -2.05
C 3.71 -5.66 -2.19
O 2.43 -6.23 -2.58
C 1.95 -5.69 -3.85
C 0.08 3.94 -1.81
O -1.10 3.59 -1.50
N 0.68 5.29 -2.06
C 2.19 5.32 -1.93
C 2.65 6.70 -1.20
C 2.63 7.88 -0.59
P 2.94 5.48 -3.67
O 3.95 6.68 -3.60
O 3.86 4.13 -4.19
O 1.82 5.88 -4.90
H -2.44 1.69 3.87
H 0.75 4.73 2.66
H 1.77 3.38 3.61
H 2.32 2.26 1.51
H 0.57 2.54 0.86
H 1.16 5.13 0.48
H 2.94 4.73 0.94
H 4.45 2.22 0.64
H 5.29 4.97 -2.10
H 6.23 3.66 -1.19
H 4.69 5.94 0.51
H 6.36 6.20 -0.24
H 6.12 4.81 1.00
H 1.53 2.99 -3.12
H 1.81 1.19 -0.66
H 0.10 1.31 -1.34
H 0.49 0.05 -3.24
H 1.99 1.00 -3.79
H 2.27 -0.85 -1.24
H 1.87 -1.79 -2.83
H 4.04 -1.58 -3.81
H 4.04 0.23 -3.44
H 6.01 -1.33 -2.37
H 5.37 0.06 -1.33
H 5.62 -1.87 0.14
H 3.78 -1.83 -0.05
H 4.69 -4.18 -0.09
H 5.88 -3.86 -1.47
H 3.86 -3.62 -3.12
H 2.58 -3.65 -1.76
H 3.97 -6.08 -1.15
H 4.58 -5.88 -2.93
H 1.46 -6.59 -4.41
H 1.16 -4.88 -3.62
H 2.81 -5.29 -4.49
H 0.27 5.84 -2.83
H 2.51 8.81 0.08
H 3.55 3.27 -3.79
H 1.46 5.07 -5.35
C -9.32 -1.71 2.91
O -8.59 -0.62 3.44
C -7.46 -1.04 4.20
C -6.43 0.08 4.28
O -5.62 0.18 3.10
C -6.28 0.72 1.94
C -6.52 2.22 2.04
O -7.66 2.49 2.85
C -7.63 3.79 3.40
H -9.71 -2.34 3.71
H -10.16 -1.31 2.33
H -8.69 -2.29 2.23
H -7.01 -1.93 3.74
H -7.82 -1.29 5.21
H -5.73 -0.17 5.08
H -6.88 1.04 4.53
H -7.19 0.17 1.72
H -5.59 0.54 1.11
H -6.72 2.63 1.04
H -5.63 2.71 2.45
H -6.74 3.91 4.04
H -8.52 3.92 4.02
H -7.63 4.55 2.61
C -0.13 -7.55 -0.03
O -0.34 -6.38 0.74
C 0.66 -5.39 0.49
C 0.14 -4.00 0.85
O -0.70 -3.44 -0.16
C -2.00 -4.02 -0.29
C -2.94 -3.63 0.85
O -2.67 -4.41 2.01
C -3.09 -3.76 3.20
H 0.84 -8.01 0.23
H -0.93 -8.26 0.20
H -0.16 -7.32 -1.10
H 0.96 -5.40 -0.56
H 1.53 -5.63 1.12
H 0.99 -3.33 0.93
H -0.36 -3.99 1.82
H -1.95 -5.10 -0.42
H -2.41 -3.61 -1.22
H -3.98 -3.82 0.56
H -2.82 -2.56 1.07
H -2.56 -2.81 3.32
H -2.84 -4.41 4.04
H -4.17 -3.60 3.18
*
```

The orbital gap is 9.03 eV. As for the SMILES: C#CCCC[C@@]1(B(O)CC)[C@@H](CCCCCCCCCOC)C(=O)N[C@]1(C#C)P(=O)(O)O.COCCOCCOC.COCCOCCOC. The value obtained for the HOMO energy is -9.111 eV. Its maximum force is 0.139 Eh/bohr. As for the LUMO energy: -0.081 eV.

Here are the Löwdin charges for atoms 1 to 5, given in e:
1 C 0.056
2 C -0.115
3 C -0.177
4 C -0.182
5 C -0.108

# C40H83N2O12

A 5-piece molecular cluster, C40H83N2O12 overall (wB97M-V/def2-TZVPD, the OMol25 dataset).

Structure (ORCA input):
```
! wB97M-V def2-TZVPD RIJCOSX def2/J DEFGRID3
* xyz 1 1
C 4.21 9.04 -5.93
C 2.80 8.77 -5.39
C 2.68 7.41 -4.72
C 1.22 7.04 -4.43
C 1.02 6.19 -3.16
C 0.87 4.67 -3.42
C -0.45 4.12 -2.88
C -0.47 2.57 -2.81
C -0.33 2.05 -1.40
N 0.75 1.00 -1.25
C 0.43 0.11 -0.02
C 0.33 -1.31 -0.58
C 0.07 -2.42 0.43
C 1.31 -2.65 1.32
C 2.03 -3.98 1.05
C 2.43 -4.80 2.27
C 3.10 -4.01 3.39
C 3.45 -4.90 4.58
C 4.24 -4.15 5.65
C -0.84 0.80 0.52
C -1.66 0.05 1.56
N -2.27 0.96 2.51
C -3.56 0.52 3.04
C -1.51 1.35 -0.75
C -2.72 2.29 -0.64
C -4.05 1.57 -0.54
C -5.23 2.57 -0.47
C -6.41 2.11 0.39
C -6.58 2.82 1.75
C -6.39 4.33 1.74
H 4.95 8.89 -5.15
H 4.43 8.38 -6.76
H 4.28 10.06 -6.30
H 2.09 8.84 -6.20
H 2.58 9.53 -4.64
H 3.23 7.42 -3.78
H 3.13 6.66 -5.37
H 0.82 6.49 -5.28
H 0.66 7.96 -4.30
H 1.86 6.36 -2.49
H 0.14 6.54 -2.63
H 1.67 4.16 -2.89
H 0.94 4.48 -4.49
H -1.27 4.47 -3.49
H -0.60 4.55 -1.89
H 0.33 2.23 -3.46
H -1.42 2.25 -3.23
H -0.03 2.84 -0.72
H 0.77 0.44 -2.10
H 1.67 1.44 -1.22
H 1.26 0.26 0.66
H 1.30 -1.54 -1.01
H -0.40 -1.32 -1.39
H -0.82 -2.25 1.03
H -0.13 -3.33 -0.13
H 2.02 -1.84 1.16
H 1.02 -2.58 2.37
H 1.42 -4.60 0.40
H 2.95 -3.78 0.50
H 3.17 -5.53 1.94
H 1.60 -5.37 2.67
H 4.02 -3.57 3.02
H 2.45 -3.23 3.77
H 4.03 -5.76 4.25
H 2.53 -5.28 5.02
H 3.84 -3.16 5.85
H 4.21 -4.70 6.59
H 5.29 -4.08 5.39
H -0.49 1.70 1.04
H -2.39 -0.62 1.10
H -0.97 -0.59 2.11
H -2.35 1.89 2.11
H -4.18 0.02 2.30
H -3.40 -0.18 3.85
H -4.08 1.38 3.46
H -1.84 0.52 -1.38
H -2.73 2.93 -1.51
H -2.58 2.95 0.22
H -4.17 0.99 -1.46
H -4.08 0.87 0.28
H -4.85 3.54 -0.18
H -5.60 2.69 -1.49
H -6.27 1.05 0.61
H -7.35 2.19 -0.15
H -5.95 2.36 2.51
H -7.60 2.62 2.07
H -6.58 4.72 2.74
H -5.37 4.61 1.51
H -7.05 4.82 1.03
C -3.11 0.11 -4.36
O -2.01 -0.40 -5.11
C -1.79 -1.71 -4.95
O -2.43 -2.43 -4.23
O -0.77 -2.06 -5.71
C -0.44 -3.46 -5.66
H -3.16 1.17 -4.56
H -4.04 -0.36 -4.66
H -2.94 -0.05 -3.29
H -1.27 -4.06 -6.01
H -0.16 -3.75 -4.65
H 0.41 -3.59 -6.32
C 0.08 -2.96 9.37
O -0.37 -2.96 8.01
C -0.30 -1.77 7.41
O 0.09 -0.75 7.89
O -0.76 -1.91 6.16
C -0.80 -0.70 5.41
H -0.04 -3.98 9.71
H 1.12 -2.66 9.43
H -0.53 -2.30 9.97
H 0.20 -0.28 5.29
H -1.45 0.03 5.89
H -1.20 -0.96 4.44
C -3.23 -6.61 -10.58
O -3.04 -5.94 -9.33
C -3.42 -4.66 -9.33
O -3.89 -4.06 -10.26
O -3.19 -4.16 -8.11
C -3.55 -2.79 -7.98
H -2.88 -7.63 -10.42
H -4.29 -6.62 -10.85
H -2.65 -6.13 -11.36
H -4.62 -2.64 -8.15
H -2.98 -2.16 -8.66
H -3.32 -2.51 -6.95
C 9.37 -4.63 10.14
O 8.11 -4.09 9.73
C 8.18 -3.27 8.69
O 9.17 -2.97 8.08
O 6.95 -2.83 8.42
C 6.88 -1.94 7.31
H 9.16 -5.27 10.99
H 9.81 -5.22 9.34
H 10.06 -3.84 10.43
H 7.22 -2.43 6.40
H 7.46 -1.04 7.50
H 5.83 -1.67 7.20
*
```

The orbital gap is 9.04 eV. The value obtained for the HOMO energy is -11.716 eV. Its maximum force is 0.016 Eh/bohr. As for the LUMO energy: -2.676 eV.

Here are the Löwdin charges for atoms 1 to 5, given in e:
1 C -0.114
2 C -0.276
3 C -0.228
4 C -0.202
5 C -0.194

# C51H50AsBaGeN3O6S2

C51H50AsBaGeN3O6S2 as an isolated structure (wB97M-V/def2-TZVPD, the OMol25 dataset).

Structure (ORCA input):
```
! wB97M-V def2-TZVPD RIJCOSX def2/J DEFGRID3
* xyz 0 1
Ba -1.05 0.53 -0.04
C 5.05 -2.12 1.03
C 5.24 -1.13 2.00
C 4.21 -0.24 2.29
C 3.01 -0.36 1.63
C 2.81 -1.34 0.69
C 3.84 -2.22 0.38
N 1.83 0.52 1.94
N 2.16 1.60 2.38
C 0.97 2.40 2.88
C 1.03 3.76 2.75
C 0.04 4.50 3.36
C -0.94 3.85 4.09
C -0.91 2.47 4.13
N 0.05 1.73 3.53
H 5.85 -2.81 0.80
H 6.18 -1.05 2.53
H 4.33 0.54 3.04
H 1.86 -1.43 0.21
H 3.69 -2.98 -0.38
H 1.82 4.21 2.16
H 0.03 5.58 3.27
H -1.74 4.40 4.58
H -1.67 1.92 4.67
O -1.97 4.34 0.79
S -2.03 3.03 0.27
O -2.19 1.96 1.31
O -0.89 2.70 -0.63
C -3.56 2.98 -0.69
C -4.35 4.12 -0.57
C -5.62 4.15 -1.13
C -6.11 3.07 -1.84
C -5.33 1.93 -2.01
C -4.07 1.86 -1.44
S -3.26 0.29 -1.57
O -4.05 -0.54 -2.40
O -1.89 0.55 -2.09
O -3.21 -0.17 -0.15
H -3.96 4.96 -0.02
H -6.23 5.04 -1.01
H -7.11 3.11 -2.26
H -5.70 1.08 -2.57
C 4.20 -1.74 -4.26
C 4.40 -0.36 -4.21
C 3.62 0.44 -3.39
C 2.64 -0.13 -2.60
C 2.42 -1.50 -2.65
C 3.20 -2.31 -3.48
As 1.42 0.91 -1.58
C 2.51 2.50 -1.25
C 3.50 2.67 -0.29
C 4.05 3.92 -0.08
C 3.63 5.00 -0.84
C 2.69 4.83 -1.85
C 2.13 3.57 -2.06
C 1.15 3.23 -3.16
C 0.72 4.09 -4.17
C -0.12 3.61 -5.17
C -0.52 2.27 -5.17
C -0.11 1.42 -4.16
C 0.72 1.92 -3.15
H 4.81 -2.36 -4.90
H 5.18 0.10 -4.83
H 3.78 1.51 -3.37
H 1.64 -1.94 -2.05
H 3.02 -3.38 -3.51
H 3.86 1.83 0.28
H 4.81 4.04 0.69
H 4.05 5.99 -0.66
H 2.39 5.67 -2.47
H 1.04 5.13 -4.18
H -0.45 4.28 -5.96
H -1.16 1.90 -5.97
H -0.44 0.39 -4.15
C -1.78 -1.87 6.23
C -2.48 -1.99 4.88
C -2.28 -0.76 4.01
C -2.92 -0.85 2.61
Ge -2.03 -2.13 1.32
C -0.80 -3.36 2.12
C 0.36 -2.74 2.94
C 1.44 -3.74 3.33
C 0.93 -4.84 4.26
H -1.81 -2.81 6.79
H -2.24 -1.10 6.85
H -0.72 -1.60 6.10
H -3.55 -2.14 5.03
H -2.11 -2.88 4.36
H -1.21 -0.53 3.92
H -2.74 0.10 4.52
H -3.03 0.16 2.20
H -3.92 -1.29 2.65
H -3.13 -3.08 0.82
H -0.38 -3.91 1.27
H -1.37 -4.07 2.73
H -0.04 -2.30 3.86
H 0.81 -1.94 2.37
H 2.25 -3.20 3.83
H 1.86 -4.19 2.43
H 0.43 -4.41 5.14
H 1.76 -5.46 4.63
H 0.22 -5.50 3.77
C -1.01 -2.07 -0.46
C -1.18 -2.64 -1.52
C -1.50 -3.39 -2.73
C -0.47 -4.03 -3.44
C -0.78 -4.80 -4.55
C -2.10 -4.94 -4.96
C -3.12 -4.31 -4.25
C -2.82 -3.53 -3.14
H 0.56 -3.91 -3.11
H 0.02 -5.29 -5.10
H -2.34 -5.55 -5.83
H -4.15 -4.41 -4.57
H -3.60 -3.00 -2.61
*
```

The orbital gap is 8.20 eV. The energy above the lowest of the compared OMol25 structures with the same formula, charge and spin comes out at 632.10 kJ/mol. The value obtained for the HOMO energy is -8.282 eV. Its maximum force is 0.197 Eh/bohr. As for the LUMO energy: -0.084 eV.

Here are the Löwdin charges for atoms 1 to 5, given in e:
1 Ba 1.860
2 C -0.073
3 C -0.066
4 C -0.043
5 C -0.257

Looking at energy for the records above, in order, we have -2697.1794 -2586.0831 -7723.5577 Ha.